Record 1
Formula: C16H16BrN3O4
Source: OMol25
Level of theory: wB97M-V/def2-TZVPD

Structure (XYZ):
```
40
Properties=species:S:1:pos:R:3
C 1.674 -2.620 1.383
C 0.703 -2.103 0.364
C -0.653 -2.059 0.656
C -1.570 -1.565 -0.252
C -1.133 -1.095 -1.476
C 0.214 -1.124 -1.789
C 1.133 -1.632 -0.880
O 2.491 -1.722 -1.159
C 3.067 -0.636 -1.852
C 2.869 0.640 -1.034
O 2.415 1.675 -1.488
N 3.213 0.478 0.257
C 2.907 1.462 1.272
C 1.449 1.290 1.730
O 1.138 0.811 2.791
N 0.578 1.690 0.760
N -0.743 1.510 0.893
C -1.496 1.782 -0.098
C -2.909 1.586 -0.005
C -3.700 1.137 1.028
C -5.023 1.119 0.545
C -4.938 1.559 -0.746
Br -6.255 1.805 -2.040
O -3.677 1.844 -1.094
H 2.633 -2.847 0.925
H 1.286 -3.524 1.848
H 1.810 -1.877 2.169
H -0.986 -2.412 1.620
H -2.620 -1.542 -0.002
H -1.836 -0.706 -2.197
H 0.541 -0.756 -2.749
H 4.131 -0.870 -1.940
H 2.652 -0.498 -2.855
H 3.429 -0.458 0.569
H 3.571 1.320 2.125
H 3.055 2.456 0.843
H 0.955 2.037 -0.132
H -1.111 2.155 -1.053
H -3.351 0.860 2.000
H -5.913 0.828 1.063
```

The calculation puts the molecular weight at 394.2 g mol⁻¹. Its relative energy (zero: lowest compared OMol25 entry of this formula, charge and spin) is 0.000 eV. Its net charge is 0. The HOMO energy comes out at -8.03 eV. As for the SMILES: Cc1ccccc1OCC(=O)NCC(=O)N/N=C/c1ccc(Br)o1. The value obtained for the total energy is -3658.52226 a.u. The value obtained for the LUMO energy is 0.011 hartree.



Record 2
Formula: C12H10Cl2N2O6PtSe4
Source: OMol25
Level of theory: wB97M-V/def2-TZVPD

Structure (XYZ):
```
37
Properties=species:S:1:pos:R:3
Pt 0.874 2.259 -0.412
Cl 1.319 1.970 2.301
C 3.086 1.990 2.118
Cl 3.555 2.167 0.410
H 3.473 1.051 2.481
H 3.479 2.832 2.666
Se 0.600 2.106 -2.888
Se 0.825 4.127 -3.824
Se 0.981 5.810 -2.070
Se 0.919 4.782 -0.122
O -0.081 -0.249 -2.078
C 0.528 -0.602 -1.064
O 1.228 0.166 -0.295
C 0.545 -2.058 -0.677
C -0.008 -3.006 -1.526
C 0.011 -4.352 -1.183
C 0.582 -4.759 0.012
C 1.120 -3.795 0.845
C 1.114 -2.454 0.524
N 1.737 -4.218 2.131
O 2.254 -3.358 2.823
O 1.748 -5.407 2.396
H -0.456 -2.668 -2.450
H -0.422 -5.088 -1.846
H 0.617 -5.797 0.305
H 1.528 -1.723 1.201
O -1.957 3.774 -1.486
C -2.183 2.852 -0.721
C -3.584 2.357 -0.388
C -3.355 1.141 0.505
C -1.845 1.073 0.671
O -1.252 0.255 1.344
N -1.246 2.100 -0.045
H -4.105 2.132 -1.316
H -4.127 3.161 0.106
H -3.692 0.204 0.064
H -3.811 1.224 1.489
```

The calculation puts the molecular weight at 860.0 g mol⁻¹. As for the expectation value of S²: 6.02. Its relative energy (zero: lowest compared OMol25 entry of this formula, charge and spin) is 0.448 eV. Its net charge is 0. The HOMO energy (spin up / spin down) comes out at -7.98 / -9.17 eV. The spin multiplicity is 5. The value obtained for the total energy is -11669.58566 a.u. The value obtained for the LUMO energy (spin up / spin down) is -0.043 / -0.113 hartree.



Record 3
Formula: C40H77Br2NO10
Source: OMol25
Level of theory: wB97M-V/def2-TZVPD

Structure (XYZ):
```
130
Properties=species:S:1:pos:R:3
C -2.554 1.575 -5.420
C -1.648 1.557 -4.457
C -1.290 0.263 -3.765
N -2.451 -0.406 -3.119
C -2.516 -1.788 -3.468
O -2.749 -2.198 -4.560
C -2.254 -2.547 -2.211
C -2.029 -3.902 -1.989
C -2.050 -4.916 -3.110
O -3.099 -5.848 -2.983
C -4.380 -5.291 -3.211
C -1.772 -4.302 -0.678
C -1.748 -3.413 0.392
O -1.469 -3.872 1.647
C -1.996 -2.045 0.179
C -2.000 -0.960 1.229
Br -2.811 -1.500 2.913
C -0.632 -0.263 1.379
C -0.517 0.620 2.591
Br 0.854 -1.526 1.264
C -2.241 -1.667 -1.142
C -2.497 -0.301 -1.708
O -2.710 0.736 -1.151
H -2.712 2.440 -6.043
H -3.154 0.700 -5.631
H -1.186 2.481 -4.141
H -0.484 0.418 -3.052
H -0.883 -0.388 -4.531
H -2.045 -4.419 -4.076
H -1.126 -5.493 -3.058
H -4.763 -5.558 -4.195
H -5.063 -5.698 -2.468
H -4.398 -4.206 -3.115
H -1.586 -5.351 -0.490
H -0.591 -4.268 1.641
H -2.646 -0.181 0.848
H -0.566 0.365 0.496
H -0.380 0.067 3.514
H -1.412 1.229 2.700
H 0.312 1.312 2.467
C -0.039 5.432 5.898
C 0.287 3.992 5.545
O 1.006 3.839 4.334
C 2.271 4.470 4.269
C 3.258 3.992 5.321
H -0.607 5.901 5.092
H -0.635 5.468 6.810
H 0.858 6.031 6.062
H -0.643 3.440 5.401
H 0.815 3.501 6.370
H 2.157 5.559 4.313
H 2.660 4.237 3.277
H 2.916 4.209 6.334
H 4.221 4.483 5.183
H 3.405 2.914 5.245
C 6.167 5.010 2.777
C 7.107 4.448 3.831
O 7.095 3.036 3.920
C 7.465 2.332 2.749
C 8.870 2.639 2.258
H 5.145 4.678 2.966
H 6.190 6.100 2.793
H 6.437 4.687 1.771
H 6.801 4.803 4.815
H 8.127 4.815 3.671
H 6.733 2.504 1.952
H 7.397 1.277 3.012
H 8.987 3.685 1.973
H 9.103 2.029 1.385
H 9.601 2.424 3.039
C 2.223 -2.803 -5.273
C 2.611 -1.553 -4.500
O 1.649 -1.147 -3.543
C 1.354 -2.081 -2.520
C 2.540 -2.472 -1.658
H 1.267 -2.659 -5.780
H 2.983 -3.034 -6.020
H 2.122 -3.673 -4.621
H 2.706 -0.716 -5.192
H 3.591 -1.681 -4.028
H 0.875 -2.973 -2.946
H 0.606 -1.597 -1.890
H 3.323 -2.977 -2.227
H 2.208 -3.150 -0.873
H 2.983 -1.590 -1.193
C 5.565 -5.280 -6.550
C 6.144 -3.884 -6.714
O 7.455 -3.863 -7.242
C 7.621 -4.432 -8.528
C 6.797 -3.763 -9.614
H 6.206 -5.885 -5.907
H 4.571 -5.225 -6.102
H 5.469 -5.799 -7.504
H 6.211 -3.408 -5.735
H 5.479 -3.258 -7.321
H 7.419 -5.509 -8.498
H 8.681 -4.321 -8.758
H 5.725 -3.855 -9.432
H 7.010 -4.220 -10.581
H 7.033 -2.700 -9.671
C -8.833 -0.120 2.061
C -7.988 -0.751 3.155
O -8.029 -2.165 3.173
C -7.577 -2.818 2.000
C -6.136 -2.504 1.637
H -9.873 -0.436 2.152
H -8.790 0.968 2.134
H -8.488 -0.398 1.064
H -8.365 -0.438 4.128
H -6.952 -0.398 3.093
H -8.245 -2.597 1.159
H -7.677 -3.884 2.204
H -5.988 -1.446 1.417
H -5.839 -3.073 0.754
H -5.471 -2.766 2.458
C -5.801 3.715 6.257
C -5.102 5.063 6.206
O -3.744 4.995 5.812
C -3.493 4.452 4.528
C -4.147 5.220 3.392
H -5.276 3.038 6.933
H -6.825 3.837 6.610
H -5.842 3.237 5.277
H -5.092 5.503 7.203
H -5.653 5.759 5.563
H -3.781 3.395 4.497
H -2.411 4.483 4.405
H -5.235 5.212 3.463
H -3.872 4.776 2.434
H -3.821 6.261 3.399
```

The calculation puts the molecular weight at 891.9 g mol⁻¹. Its net charge is 0. The HOMO energy comes out at -9.55 eV. As for the SMILES: C=CCN1C(=O)c2c(COC)cc(O)c([C@@H](Br)[C@@H](C)Br)c2C1=O.CCOCC.CCOCC.CCOCC.CCOCC.CCOCC.CCOCC. The value obtained for the total energy is -7525.36010 a.u. The value obtained for the LUMO energy is -0.019 hartree.



Record 4
Formula: C72H129FO42
Source: OMol25
Level of theory: wB97M-V/def2-TZVPD

Structure (XYZ):
```
244
Properties=species:S:1:pos:R:3
C 18.115 20.764 12.541
C 18.977 21.257 11.442
C 20.179 22.002 12.001
O 21.114 21.857 10.900
C 20.932 20.673 10.352
O 21.727 20.135 9.636
O 19.698 20.193 10.744
H 18.114 21.470 13.400
H 18.587 19.864 12.924
H 17.166 20.501 12.178
H 18.507 21.849 10.598
H 20.440 21.561 12.940
H 20.093 23.048 12.250
C 19.362 13.515 15.154
C 20.527 13.634 16.047
C 21.221 14.970 15.978
O 20.652 15.725 17.019
C 19.961 14.879 17.833
O 19.378 15.248 18.823
O 20.065 13.657 17.458
H 18.487 14.037 15.365
H 18.993 12.496 15.004
H 19.711 13.786 14.131
H 21.193 12.865 16.027
H 21.071 15.543 15.112
H 22.373 14.845 16.036
C 20.519 15.316 11.003
C 20.993 13.875 10.825
C 21.537 13.177 12.055
O 20.494 12.234 12.492
C 19.593 12.140 11.493
O 18.770 11.353 11.416
O 19.895 13.077 10.465
H 19.871 15.400 11.901
H 19.961 15.761 10.196
H 21.451 15.910 11.173
H 21.782 13.924 10.039
H 21.596 13.920 12.907
H 22.522 12.703 11.997
C 12.049 21.093 14.277
C 13.193 20.324 14.950
C 14.393 21.212 15.255
O 14.835 20.682 16.538
C 13.809 20.027 17.157
O 13.780 19.726 18.285
O 12.820 19.814 16.296
H 12.532 21.913 13.717
H 11.530 21.566 15.132
H 11.419 20.408 13.725
H 13.500 19.440 14.346
H 14.183 22.251 15.479
H 15.224 21.084 14.556
C 23.466 16.615 18.677
C 23.001 17.996 18.345
C 23.200 18.987 19.480
O 24.255 19.820 18.992
C 24.495 19.546 17.680
O 25.311 20.091 17.031
O 23.748 18.569 17.220
H 24.462 16.687 19.270
H 23.543 15.881 17.881
H 22.648 16.302 19.358
H 21.921 17.960 18.058
H 23.521 18.456 20.436
H 22.341 19.632 19.700
C 15.791 16.337 17.716
C 16.298 17.607 17.066
C 17.710 17.617 16.504
O 17.577 18.549 15.423
C 16.303 18.446 15.004
O 15.951 18.897 13.901
O 15.526 17.820 15.868
H 16.500 15.912 18.462
H 15.683 15.630 16.935
H 14.880 16.487 18.236
H 16.144 18.522 17.713
H 17.971 16.618 16.134
H 18.438 18.112 17.137
C 16.158 17.633 21.564
C 17.495 18.295 21.526
C 18.669 17.519 22.049
O 19.734 18.094 21.315
C 19.277 18.401 20.105
O 20.024 18.714 19.226
O 17.934 18.419 20.119
H 15.919 17.531 22.621
H 16.221 16.605 21.231
H 15.354 18.149 21.089
H 17.498 19.268 21.956
H 18.588 16.437 21.862
H 18.841 17.704 23.072
C 24.048 19.409 11.707
C 24.698 18.340 12.463
C 24.578 18.480 13.958
O 24.462 17.124 14.408
C 23.926 16.438 13.395
O 23.365 15.381 13.555
O 23.861 17.121 12.297
H 22.870 19.210 11.862
H 24.146 19.367 10.633
H 24.339 20.424 11.999
H 25.712 18.166 12.155
H 23.593 18.832 14.273
H 25.384 19.053 14.437
C 16.728 14.181 10.026
C 16.746 15.358 10.957
C 15.345 15.916 11.226
O 15.349 16.138 12.636
C 16.473 15.537 13.167
O 16.760 15.507 14.305
O 17.153 14.951 12.217
H 16.392 14.481 9.035
H 16.138 13.374 10.404
H 17.736 13.782 9.903
H 17.403 16.148 10.665
H 14.696 15.128 11.014
H 15.200 16.793 10.671
F 15.814 24.513 13.959
C 17.159 24.696 13.926
C 17.910 23.938 14.795
C 19.303 24.125 14.853
C 19.875 25.094 13.958
C 19.125 25.683 12.925
C 17.729 25.486 12.976
H 17.524 23.199 15.503
H 19.873 23.462 15.515
H 20.994 25.220 14.087
H 19.495 26.280 12.126
H 17.092 25.972 12.282
C 19.955 21.230 21.965
O 18.514 21.234 21.961
C 17.932 22.076 22.855
C 17.840 23.524 22.343
O 19.100 24.125 22.215
C 19.099 25.549 22.066
C 20.517 26.145 22.115
O 21.097 26.107 23.371
C 20.688 27.090 24.308
H 20.342 21.113 22.951
H 20.348 22.205 21.547
H 20.171 20.416 21.294
H 18.457 21.956 23.847
H 16.873 21.821 22.973
H 17.187 24.160 23.012
H 17.433 23.427 21.316
H 18.436 25.983 22.824
H 18.746 25.851 21.027
H 20.588 27.163 21.714
H 21.051 25.569 21.410
H 21.093 26.664 25.233
H 19.635 27.196 24.344
H 21.190 28.040 24.085
C 20.945 18.542 15.519
O 20.746 19.939 15.097
C 21.631 20.891 15.621
C 21.216 21.322 17.096
O 19.937 21.949 17.197
C 18.867 20.995 17.183
C 17.929 21.376 18.271
O 17.427 22.678 18.070
C 16.162 22.958 18.472
H 20.751 18.362 16.593
H 21.921 18.139 15.202
H 20.160 17.915 15.081
H 21.590 21.718 14.921
H 22.665 20.414 15.631
H 21.985 22.035 17.465
H 21.280 20.473 17.817
H 19.274 19.972 17.267
H 18.367 20.992 16.190
H 18.497 21.309 19.251
H 17.161 20.578 18.346
H 15.884 22.519 19.448
H 15.396 22.479 17.868
H 16.005 24.026 18.517
C 14.545 24.920 21.420
O 14.168 23.738 22.129
C 12.850 23.168 21.764
C 12.941 22.413 20.482
O 12.906 23.277 19.323
C 11.614 23.572 18.924
C 11.562 24.794 18.054
O 12.139 24.453 16.856
C 12.080 25.444 15.868
H 14.415 24.660 20.317
H 15.513 25.281 21.713
H 13.718 25.682 21.585
H 12.098 23.994 21.726
H 12.554 22.610 22.628
H 12.155 21.614 20.487
H 13.927 21.980 20.471
H 11.007 23.781 19.811
H 11.210 22.606 18.435
H 12.084 25.611 18.616
H 10.512 25.181 17.872
H 11.059 25.595 15.581
H 12.608 25.099 14.950
H 12.486 26.432 16.286
C 23.641 25.609 13.389
O 24.595 24.818 14.182
C 24.060 23.621 14.620
C 25.034 22.485 14.856
O 25.340 21.814 13.665
C 26.616 22.114 13.230
C 26.860 21.339 11.903
O 27.114 19.974 12.174
C 27.619 19.258 11.047
H 24.190 26.430 13.033
H 22.732 25.928 13.964
H 23.361 24.868 12.592
H 23.281 23.265 13.874
H 23.567 23.820 15.630
H 24.546 21.766 15.484
H 25.875 23.026 15.370
H 27.387 21.698 13.880
H 26.825 23.176 13.078
H 27.714 21.811 11.391
H 26.033 21.390 11.242
H 27.019 19.452 10.099
H 27.529 18.195 11.253
H 28.721 19.502 10.942
C 20.676 24.315 19.032
O 20.638 25.731 18.978
C 20.011 26.150 17.785
C 18.467 26.124 17.662
O 18.034 27.401 17.970
C 16.618 27.559 17.967
C 16.311 28.844 18.841
O 16.813 28.794 20.156
C 18.139 29.191 20.342
H 20.902 23.986 18.000
H 19.715 23.892 19.104
H 21.193 23.951 19.876
H 20.471 25.610 16.933
H 20.292 27.226 17.653
H 17.866 25.359 18.208
H 18.285 25.912 16.591
H 16.088 26.657 18.334
H 16.203 27.757 16.998
H 15.189 29.126 18.941
H 16.720 29.754 18.393
H 18.315 29.155 21.450
H 18.322 30.245 20.037
H 18.921 28.607 19.780
```

The calculation puts the molecular weight at 1685.8 g mol⁻¹. Its net charge is 0. The HOMO energy comes out at -9.17 eV. The value obtained for the total energy is -6080.53383 a.u. The value obtained for the LUMO energy is 0.020 hartree.



Record 5
Formula: C6H13N
Source: OMol25
Level of theory: wB97M-V/def2-TZVPD

Structure (XYZ):
```
20
Properties=species:S:1:pos:R:3
C -1.530 -0.614 1.655
C -0.409 0.129 0.950
N 0.619 -0.706 0.354
C 2.010 -0.392 0.617
C -0.148 0.169 -0.527
C 0.548 1.365 -1.172
C -1.065 -0.514 -1.521
H -1.211 -0.871 2.673
H -2.451 -0.026 1.737
H -1.758 -1.556 1.147
H -0.067 1.017 1.491
H 2.641 -0.989 -0.049
H 2.262 0.665 0.469
H 2.254 -0.652 1.651
H -0.186 2.041 -1.619
H 1.174 1.965 -0.507
H 1.195 1.002 -1.984
H -1.450 -1.465 -1.148
H -0.519 -0.710 -2.452
H -1.910 0.141 -1.765
```

The calculation puts the molecular weight at 99.2 g mol⁻¹. Its relative energy (zero: lowest compared OMol25 entry of this formula, charge and spin) is 0.859 eV. Its net charge is 0. The HOMO energy comes out at -8.78 eV. As for the SMILES: C[C@H]1N(C)C1(C)C. The value obtained for the total energy is -291.12718 a.u. The value obtained for the LUMO energy is 0.041 hartree.